ORCA calculation (ωB97M-V with the def2-TZVPD basis set) on C17H17N3O5S2 as an isolated structure at a distorted geometry.

Structure (XYZ):
```
44
Properties=species:S:1:pos:R:3:mulliken_charge:R:1
C -0.371 1.781 -7.637 -1.271
C -0.383 2.028 -6.067 -0.385
H 0.302 2.774 -5.848 0.392
H -1.374 2.270 -5.743 0.337
O -0.037 0.951 -5.597 -0.120
C 0.360 1.032 -4.306 0.657
O 0.172 2.129 -3.687 -0.786
C 0.779 -0.347 -3.683 -0.129
C 1.023 -0.377 -2.340 -0.067
N 0.790 0.753 -1.372 -0.075
C 1.194 0.438 -0.110 0.521
O 1.514 -0.533 0.298 -0.407
C 0.516 1.949 0.709 -0.893
H 1.377 1.859 1.657 0.420
H 0.598 2.699 0.089 0.602
S -0.915 1.695 1.263 -0.210
C -0.719 1.230 2.937 0.586
N 0.497 1.205 3.523 -0.469
N 0.183 0.491 4.868 -0.252
C -0.907 0.280 4.823 0.362
C -1.781 -0.343 5.878 0.115
C -1.013 -0.656 7.108 -0.570
C -2.207 -1.251 7.914 -0.650
C -3.185 -1.098 7.025 0.070
O -3.163 -0.867 5.831 -0.234
H -4.413 -1.454 7.247 0.201
H -2.383 -1.374 8.895 0.457
H -0.175 -0.666 7.556 0.634
O -1.579 0.616 3.594 -0.286
H 0.470 1.609 -1.821 0.388
S 1.722 -1.930 -1.720 -0.249
C 1.597 -2.451 -3.427 0.550
C 1.271 -1.538 -4.228 0.300
C 1.059 -1.665 -5.770 -1.415
H 1.445 -2.714 -6.006 0.433
H 1.838 -1.221 -6.222 0.490
H -0.059 -1.734 -6.063 0.234
C 2.436 -3.708 -3.569 -1.324
H 2.536 -4.299 -2.698 0.412
H 3.210 -3.876 -4.383 0.257
H 1.497 -4.277 -3.964 0.344
H -0.556 2.658 -8.294 0.405
H -1.063 0.951 -7.980 0.245
H 0.524 1.650 -8.159 0.384
```

LUMO level = 0.341 eV
2S+1 = 1
DFT total energy = -54268.214 eV